(1)
{
  "formula": "C7H12N2",
  "method": "ωB97M-V with the def2-TZVPD basis set",
  "elements": ["C", "C", "C", "C", "C", "C", "C", "N", "N", "H", "H", "H", "H", "H", "H", "H", "H", "H", "H", "H", "H"],
  "positions_angstrom": [[1.096, 0.188, -0.714], [2.238, -0.023, 1.646], [-1.181, 0.211, -0.063], [3.246, 0.107, 0.685], [1.836, -0.308, 2.849], [-2.908, -0.196, -1.800], [-2.626, 0.158, -0.377], [-0.248, 0.100, -0.978], [1.834, 0.147, 0.323], [1.605, -0.005, -1.702], [3.799, -0.810, 0.287], [3.762, 1.143, 0.607], [2.629, -0.648, 3.472], [-0.709, 0.214, 0.924], [0.809, -0.076, 3.173], [-3.890, -0.474, -1.958], [-2.271, -1.117, -1.956], [-2.577, 0.511, -2.458], [-3.234, -0.588, 0.148], [-2.812, 1.195, -0.141], [-0.398, 0.273, -1.969]],
  "lowdin_spin": [0.39, 0.36, 0.26, 0.05, 0.54, 0.00, 0.04, 0.04, 0.20, 0.01, 0.01, 0.01, 0.02, 0.01, 0.02, 0.00, 0.00, 0.00, 0.01, 0.02, 0.00],
  "multiplicity": 3,
  "gap_ev": [7.1, 6.4],
  "charge": 2,
  "lumo_energy_ev": [-8.90, -13.09],
  "e_above_lowest_kj_mol": 149.8,
  "e_tot_ev": -10408.706,
  "s_squared": 2.02
}

(2)
{
  "formula": "C3H4O3",
  "method": "ωB97M-V with the def2-TZVPD basis set",
  "elements": ["C", "O", "C", "O", "C", "O", "H", "H", "H", "H"],
  "positions_angstrom": [[-0.116, 1.658, 0.501], [-0.649, 0.728, -0.502], [-0.040, -0.453, -0.377], [0.910, -0.597, 0.370], [-0.113, -1.970, -0.737], [-0.753, -2.767, -0.109], [-0.650, 2.603, 0.405], [-0.274, 1.226, 1.492], [0.957, 1.811, 0.360], [0.728, -2.240, -1.401]],
  "mulliken_charge": [-0.59, -0.36, 0.77, -0.46, 0.01, -0.43, 0.22, 0.30, 0.28, 0.26],
  "multiplicity": 1,
  "gap_ev": 10.9,
  "charge": 0,
  "lumo_energy_ev": 0.79,
  "e_above_lowest_kj_mol": 216.6,
  "e_tot_ev": -9316.455
}

(3)
{
  "formula": "C5H16N2S",
  "method": "ωB97M-V with the def2-TZVPD basis set",
  "elements": ["C", "C", "S", "N", "H", "H", "H", "H", "H", "H", "C", "C", "C", "N", "H", "H", "H", "H", "H", "H", "H", "H", "H", "H"],
  "positions_angstrom": [[2.306, -0.757, -0.705], [2.857, 0.536, -1.299], [1.914, 1.992, -0.749], [1.147, -1.260, -1.486], [1.950, -0.550, 0.302], [3.107, -1.512, -0.701], [2.922, 0.473, -2.398], [3.894, 0.652, -0.973], [1.255, -2.251, -1.670], [1.106, -0.787, -2.384], [-2.233, 0.136, 0.357], [-1.042, 0.324, 1.268], [-1.592, 0.351, 2.691], [-1.908, -0.595, -0.872], [-3.127, -0.309, 0.805], [-2.599, 1.136, 0.040], [-0.453, 1.202, 0.975], [-0.391, -0.544, 1.117], [-2.319, 1.165, 2.818], [-2.112, -0.576, 2.940], [-0.846, 0.493, 3.480], [-0.066, 1.683, -0.911], [-1.010, -0.307, -1.234], [-2.758, -0.697, -1.410]],
  "mulliken_charge": [-0.37, -0.68, -0.18, -0.46, 0.17, 0.36, 0.35, 0.33, 0.19, 0.24, -0.60, 0.34, -1.47, -0.51, 0.43, 0.24, 0.12, 0.03, 0.32, 0.37, 0.39, 0.05, 0.16, 0.18],
  "multiplicity": 1,
  "gap_ev": 7.5,
  "charge": 0,
  "lumo_energy_ev": -0.83,
  "e_above_lowest_kj_mol": 293.5,
  "e_tot_ev": -19256.753
}

(4)
{
  "formula": "C5H12NO2",
  "method": "ωB97M-V with the def2-TZVPD basis set",
  "elements": ["O", "C", "O", "C", "H", "H", "H", "C", "C", "C", "N", "H", "H", "H", "H", "H", "H", "H", "H", "H"],
  "positions_angstrom": [[-2.069, -0.215, 0.312], [-1.295, -0.818, -0.485], [-0.393, -1.679, -0.160], [-1.608, -0.636, -2.005], [-1.001, -1.258, -2.669], [-2.634, -0.925, -2.250], [-1.413, 0.430, -2.249], [1.825, 0.332, 0.301], [0.697, 1.212, 0.852], [0.095, 0.655, 2.131], [2.270, 0.875, -0.941], [1.551, -0.742, 0.276], [2.593, 0.323, 1.120], [-0.124, 1.135, 0.132], [1.043, 2.292, 0.983], [0.774, 0.632, 3.008], [-0.154, -0.402, 1.902], [-0.817, 1.192, 2.450], [2.909, 0.158, -1.238], [2.803, 1.727, -0.854]],
  "lowdin_spin": [0.48, 0.01, 0.45, 0.03, 0.00, 0.00, 0.00, 0.02, 0.00, 0.01, 0.00, 0.01, 0.00, 0.00, 0.00, 0.00, 0.00, 0.00, 0.00, 0.00],
  "multiplicity": 2,
  "gap_ev": [10.4, 5.5],
  "charge": 0,
  "lumo_energy_ev": [0.99, -3.83],
  "e_above_lowest_kj_mol": 162.0,
  "e_tot_ev": -10961.693,
  "s_squared": 0.79
}

(5)
{
  "formula": "C3H4O4",
  "method": "ωB97M-V with the def2-TZVPD basis set",
  "elements": ["C", "C", "C", "O", "O", "O", "O", "H", "H", "H", "H"],
  "positions_angstrom": [[0.134, 0.239, 1.067], [0.554, -0.785, 0.027], [-0.376, -0.615, -1.152], [-1.135, 0.266, 1.349], [0.406, 1.327, -0.313], [1.543, -1.471, 0.058], [-1.590, -0.468, -0.961], [-1.647, -0.002, 0.370], [1.226, 1.828, -0.173], [0.840, 0.435, 1.880], [0.045, -0.755, -2.152]],
  "mulliken_charge": [0.06, 0.43, 0.25, -0.55, -0.62, -0.53, -0.51, 0.45, 0.29, 0.36, 0.37],
  "multiplicity": 1,
  "gap_ev": 9.3,
  "charge": 0,
  "lumo_energy_ev": -0.57,
  "e_above_lowest_kj_mol": 281.8,
  "e_tot_ev": -11363.092
}

(6)
{
  "formula": "C30H29N4O3Re",
  "method": "ωB97M-V with the def2-TZVPD basis set",
  "elements": ["Re", "O", "C", "N", "C", "C", "C", "C", "C", "C", "N", "C", "O", "C", "C", "C", "C", "C", "N", "C", "C", "C", "C", "C", "N", "H", "H", "H", "H", "H", "H", "H", "H", "H", "H", "H", "H", "C", "C", "C", "C", "C", "C", "C", "C", "C", "C", "C", "C", "O", "H", "H", "H", "H", "H", "H", "H", "H", "H", "H", "H", "H", "H", "H", "H", "H", "H"],
  "positions_angstrom": [[-0.939, -0.020, -0.077], [-2.328, 0.835, 3.652], [-1.949, 0.847, 2.508], [-1.642, -0.254, 1.728], [-1.859, -1.597, 2.168], [-2.125, -2.019, 3.461], [-2.286, -3.380, 3.693], [-2.186, -4.298, 2.661], [-1.922, -3.886, 1.361], [-1.755, -2.532, 1.121], [-1.494, -1.910, -0.130], [-1.569, -2.561, -1.341], [-1.645, -3.743, -1.556], [-1.649, -1.555, -2.470], [-1.923, -1.947, -3.760], [-2.131, -0.964, -4.718], [-2.078, 0.370, -4.343], [-1.782, 0.685, -3.031], [-1.536, -0.259, -2.117], [-1.771, 2.143, 1.772], [-2.028, 3.342, 2.406], [-1.899, 4.514, 1.680], [-1.536, 4.438, 0.345], [-1.297, 3.197, -0.216], [-1.393, 2.064, 0.487], [-2.204, -1.310, 4.267], [-2.494, -3.719, 4.699], [-2.315, -5.353, 2.862], [-1.841, -4.600, 0.559], [-1.992, -3.004, -3.975], [-2.353, -1.236, -5.741], [-2.263, 1.165, -5.051], [-1.720, 1.711, -2.697], [-2.327, 3.323, 3.444], [-2.084, 5.472, 2.146], [-1.433, 5.325, -0.262], [-0.997, 3.105, -1.249], [1.261, 1.972, -2.685], [2.271, 0.828, -2.659], [1.715, -0.473, -3.243], [2.904, 0.573, -1.302], [4.292, 0.485, -1.253], [4.966, 0.207, -0.078], [4.235, 0.005, 1.079], [2.844, 0.067, 1.095], [2.135, -0.200, 2.407], [1.249, 0.967, 2.849], [1.453, -1.568, 2.378], [2.206, 0.350, -0.114], [0.825, 0.552, -0.146], [0.992, 2.214, -3.714], [1.676, 2.868, -2.222], [0.354, 1.708, -2.140], [3.095, 1.137, -3.304], [1.020, -0.952, -2.551], [2.523, -1.182, -3.426], [1.200, -0.294, -4.189], [4.849, 0.650, -2.167], [6.045, 0.152, -0.062], [4.745, -0.213, 2.009], [2.927, -0.278, 3.155], [0.577, 1.300, 2.057], [1.868, 1.824, 3.117], [0.652, 0.695, 3.722], [0.793, -1.683, 1.518], [0.868, -1.744, 3.282], [2.206, -2.354, 2.302]],
  "lowdin_spin": [0.72, 0.00, 0.00, 0.01, 0.00, 0.00, 0.00, 0.00, 0.00, 0.00, 0.03, 0.01, 0.00, 0.01, 0.00, 0.00, 0.00, 0.00, 0.01, 0.01, 0.00, 0.01, 0.00, 0.01, 0.03, 0.00, 0.00, 0.00, 0.00, 0.00, 0.00, 0.00, 0.00, 0.00, 0.00, 0.00, 0.00, 0.00, 0.00, 0.00, 0.01, 0.00, 0.01, 0.00, 0.01, 0.00, 0.00, 0.00, 0.00, 0.12, 0.00, 0.00, 0.00, 0.00, 0.00, 0.00, 0.00, 0.00, 0.00, 0.00, 0.00, 0.00, 0.00, 0.00, 0.00, 0.00, 0.00],
  "multiplicity": 2,
  "gap_ev": [6.5, 6.9],
  "charge": 1,
  "lumo_energy_ev": [-4.25, -4.17],
  "e_tot_ev": -45810.170,
  "s_squared": 0.76
}

(7)
{
  "formula": "C4H8O2",
  "method": "ωB97M-V with the def2-TZVPD basis set",
  "elements": ["O", "C", "C", "C", "C", "O", "H", "H", "H", "H", "H", "H", "H", "H"],
  "positions_angstrom": [[2.145, -1.034, -0.493], [1.230, 0.009, -0.767], [0.395, 0.364, 0.440], [-0.879, 1.150, 0.262], [-0.933, -0.299, 0.649], [-1.319, -1.246, -0.305], [1.623, -1.817, -0.275], [0.569, -0.249, -1.605], [1.837, 0.867, -1.071], [0.977, 0.564, 1.338], [-1.165, 1.392, -0.760], [-1.141, 1.903, 1.000], [-1.220, -0.542, 1.672], [-2.252, -1.098, -0.505]],
  "mulliken_charge": [-0.53, -0.60, -0.01, -0.76, -0.02, -0.52, 0.32, 0.29, 0.32, 0.34, 0.27, 0.26, 0.34, 0.31],
  "multiplicity": 1,
  "gap_ev": 10.9,
  "charge": 0,
  "lumo_energy_ev": 0.85,
  "e_above_lowest_kj_mol": 181.0,
  "e_tot_ev": -8371.405
}

(8)
{
  "formula": "C28H26F6MnN4O4S",
  "method": "ωB97M-V with the def2-TZVPD basis set",
  "elements": ["Mn", "C", "C", "O", "N", "C", "C", "C", "C", "C", "C", "N", "H", "H", "H", "H", "H", "H", "H", "H", "H", "H", "C", "C", "C", "C", "C", "C", "C", "S", "O", "O", "N", "C", "C", "C", "C", "C", "C", "C", "C", "N", "C", "H", "H", "H", "H", "H", "H", "H", "H", "H", "H", "H", "H", "H", "C", "C", "O", "C", "F", "F", "F", "C", "F", "F", "F", "H", "H", "H"],
  "positions_angstrom": [[0.095, 0.424, 0.259], [-2.003, -0.633, -3.422], [-0.907, -0.854, -2.434], [-0.799, -0.166, -1.401], [-0.054, -1.848, -2.691], [1.015, -2.207, -1.774], [2.086, -1.143, -1.705], [3.175, -1.245, -2.559], [4.194, -0.308, -2.500], [4.081, 0.701, -1.560], [2.962, 0.741, -0.742], [1.961, -0.146, -0.808], [-2.733, 0.059, -3.015], [-2.487, -1.579, -3.658], [-1.615, -0.215, -4.348], [-0.171, -2.395, -3.531], [1.451, -3.146, -2.113], [0.590, -2.340, -0.775], [3.224, -2.062, -3.261], [5.045, -0.373, -3.161], [4.844, 1.454, -1.441], [2.895, 1.522, -0.002], [-1.750, 6.554, 4.861], [-1.050, 5.617, 3.944], [-1.471, 4.292, 3.806], [-0.829, 3.436, 2.931], [0.240, 3.903, 2.189], [0.708, 5.200, 2.330], [0.054, 6.049, 3.202], [1.115, 2.801, 1.106], [0.430, 2.485, -0.163], [2.464, 3.256, 0.987], [1.048, 1.214, 1.632], [1.462, 0.531, 2.720], [2.204, 0.999, 3.798], [2.544, 0.117, 4.826], [2.146, -1.201, 4.812], [1.376, -1.713, 3.741], [0.902, -3.038, 3.658], [0.145, -3.403, 2.571], [-0.120, -2.474, 1.560], [0.335, -1.225, 1.576], [1.052, -0.839, 2.672], [-2.481, 6.039, 5.475], [-2.269, 7.325, 4.288], [-1.039, 7.068, 5.507], [-2.299, 3.929, 4.398], [-1.132, 2.408, 2.826], [1.568, 5.521, 1.764], [0.406, 7.061, 3.322], [2.520, 2.030, 3.815], [3.138, 0.489, 5.648], [2.415, -1.861, 5.622], [1.139, -3.744, 4.439], [-0.252, -4.401, 2.474], [-0.751, -2.778, 0.738], [-3.777, 1.748, 1.434], [-2.803, 0.555, 1.377], [-1.531, 0.909, 1.051], [-2.754, -0.161, 2.775], [-3.824, 0.041, 3.526], [-2.571, -1.483, 2.664], [-1.692, 0.291, 3.464], [-3.361, -0.454, 0.340], [-2.442, -1.410, 0.064], [-3.622, 0.142, -0.821], [-4.461, -1.077, 0.730], [-3.389, 2.510, 2.105], [-4.752, 1.414, 1.784], [-3.875, 2.180, 0.441]],
  "lowdin_spin": [0.88, 0.00, 0.00, -0.01, 0.00, 0.00, 0.00, 0.00, 0.00, 0.00, 0.00, -0.01, 0.00, 0.00, 0.00, 0.00, 0.00, 0.00, 0.00, 0.00, 0.00, 0.00, 0.00, 0.00, 0.00, 0.00, 0.00, 0.00, 0.00, 0.00, 0.01, 0.00, 0.02, 0.00, 0.02, 0.00, 0.03, 0.00, 0.01, 0.00, 0.00, -0.01, 0.01, 0.00, 0.00, 0.00, 0.00, 0.00, 0.00, 0.00, 0.00, 0.00, 0.00, 0.00, 0.00, 0.00, 0.00, 0.00, 0.04, 0.00, 0.00, 0.00, 0.00, 0.00, 0.00, 0.00, 0.00, 0.00, 0.00, 0.00],
  "multiplicity": 2,
  "gap_ev": [5.4, 5.4],
  "charge": 2,
  "lumo_energy_ev": [-9.11, -9.03],
  "e_above_lowest_kj_mol": 35.0,
  "e_tot_ev": -102054.981,
  "s_squared": 0.79
}